[1]
Entry from the OMol25 dataset: C15H19F5N4OPRhS2 as an isolated structure at a distorted geometry (ωB97M-V with the def2-TZVPD basis set).

Computed properties:
HOMO-LUMO gap (spin up / spin down) in Eh: 0.3345 / 0.1921
Relative energy (zero: lowest compared OMol25 entry of this formula, charge and spin) in kJ/mol: 31.86
LUMO (spin up / spin down) in eV: -5.37 / -9.54
Electronic energy in eV: -71405.9348
Largest force on an atom in Eh/bohr: 0.0202
<S²>: 6.03

The geometry in ORCA input format:
```
! wB97M-V def2-TZVPD RIJCOSX def2/J DEFGRID3
* xyz 2 5
Rh 1.066 -0.124 1.262
F 3.931 0.251 1.256
C 3.488 1.401 0.711
C 2.123 1.501 0.445
C 1.685 2.690 -0.116
F 0.368 2.847 -0.383
C 2.537 3.734 -0.404
F 2.087 4.855 -0.938
C 3.896 3.592 -0.120
F 4.720 4.571 -0.387
C 4.383 2.413 0.443
F 5.670 2.287 0.707
S 1.225 0.020 3.642
C 0.834 -1.549 3.224
N 0.534 -2.636 2.942
C -3.372 1.542 -1.292
N -2.635 0.271 -1.751
C -3.460 -0.939 -1.295
N -3.674 -0.894 0.107
C -4.374 0.329 0.492
N -3.595 1.505 0.109
C -2.403 1.697 0.914
P -1.244 0.248 0.679
C -1.254 0.226 -1.188
C -2.479 -1.135 0.904
H -4.318 1.569 -1.831
H -2.763 2.401 -1.572
H -2.580 0.275 -2.771
H -2.926 -1.844 -1.584
H -4.411 -0.896 -1.826
H -4.537 0.332 1.567
H -5.346 0.362 -0.002
H -2.672 1.777 1.967
H -1.892 2.617 0.628
H -0.751 -0.684 -1.521
H -0.690 1.084 -1.552
H -2.750 -1.221 1.957
H -2.010 -2.076 0.608
C 2.456 -3.473 -1.721
S 1.793 -3.309 -0.041
C 3.356 -3.307 0.847
O 1.289 -1.854 -0.032
H 2.708 -2.474 -2.071
H 1.683 -3.907 -2.350
H 3.331 -4.118 -1.715
H 3.857 -4.252 0.636
H 3.155 -3.240 1.912
H 3.958 -2.466 0.503
*
```

---

[2]
Entry from the OMol25 dataset: one molecule with the formula C15H19N3O4 at a distorted geometry (ωB97M-V with the def2-TZVPD basis set).

Computed properties:
HOMO-LUMO gap in Eh: 0.3104
Relative energy (zero: lowest compared OMol25 entry of this formula, charge and spin) in kJ/mol: 249.62
LUMO in eV: 0.58
SMILES string: C[C@@H](O)[C@H](NC(=O)[C@@H](N)Cc1c[nH]c2ccccc12)C(=O)O
Electronic energy in eV: -28522.4470
Largest force on an atom in Eh/bohr: 0.1075

The geometry in ORCA input format:
```
! wB97M-V def2-TZVPD RIJCOSX def2/J DEFGRID3
* xyz 0 1
C -3.237 -2.521 0.894
C -2.485 -1.163 0.849
O -1.151 -1.578 0.627
C -2.784 -0.200 -0.327
N -2.595 1.192 -0.091
C -1.531 2.000 0.313
O -1.742 3.153 0.460
C -0.084 1.504 0.504
N -0.067 0.487 1.620
C 0.623 0.953 -0.659
C 2.094 0.940 -0.459
C 2.899 2.056 -0.271
N 4.167 1.612 -0.292
C 4.185 0.240 -0.290
C 5.226 -0.668 -0.129
C 4.935 -2.003 0.059
C 3.621 -2.457 -0.112
C 2.554 -1.601 -0.284
C 2.861 -0.178 -0.438
C -4.302 -0.357 -0.680
O -5.184 0.395 -0.310
O -4.342 -1.196 -1.638
H -3.007 -3.193 0.070
H -3.134 -3.025 1.885
H -4.297 -2.284 0.788
H -2.704 -0.550 1.739
H -0.595 -0.857 0.810
H -2.126 -0.565 -1.183
H -3.414 1.766 -0.136
H 0.469 2.350 0.947
H -0.615 0.620 2.513
H 0.989 0.470 1.848
H 0.507 1.602 -1.593
H 0.099 -0.025 -0.936
H 2.582 3.092 -0.313
H 4.914 2.237 -0.203
H 6.150 -0.249 0.103
H 5.719 -2.674 0.212
H 3.511 -3.539 -0.024
H 1.565 -2.000 -0.322
H -5.228 -1.675 -1.802
*
```

---

[3]
Entry from the OMol25 dataset: C15H19N3O8Rh as an isolated structure (ωB97M-V with the def2-TZVPD basis set).

Computed properties:
HOMO-LUMO gap (spin up / spin down) in Eh: 0.2836 / 0.2833
Relative energy (zero: lowest compared OMol25 entry of this formula, charge and spin) in kJ/mol: 23.62
LUMO (spin up / spin down) in eV: -4.86 / -4.97
Electronic energy in eV: -39715.8987
Largest force on an atom in Eh/bohr: 0.0147

The geometry in ORCA input format:
```
! wB97M-V def2-TZVPD RIJCOSX def2/J DEFGRID3
* xyz 1 1
Rh -0.178 -0.102 0.421
O -5.942 1.284 0.898
C -4.645 1.017 0.731
C -4.002 1.116 -0.508
C -2.658 0.826 -0.561
N -2.017 0.459 0.538
C -2.595 0.355 1.734
C -3.930 0.629 1.875
C -1.622 -0.050 2.828
O -1.969 -0.213 3.959
O -0.371 -0.213 2.380
C -1.737 0.851 -1.771
O -2.185 0.932 -2.888
O -0.472 0.708 -1.454
H -6.355 1.570 0.074
H -4.516 1.418 -1.412
H -4.406 0.558 2.843
C -3.022 -2.929 -1.771
N -1.698 -2.740 -2.361
C -1.570 -3.095 -3.774
C -0.719 -2.165 -1.688
O -0.877 -1.846 -0.478
C 0.603 -1.937 -2.413
O 1.431 -1.152 -1.615
C 2.677 -1.606 -1.190
C 2.780 -1.235 0.286
O 1.822 -0.673 0.850
N 3.880 -1.530 0.961
C 3.997 -1.181 2.376
C 5.064 -2.130 0.362
H -3.255 -3.992 -1.728
H -3.759 -2.424 -2.395
H -3.039 -2.516 -0.769
H -2.328 -3.838 -4.007
H -0.599 -3.535 -3.987
H -1.726 -2.217 -4.403
H 0.409 -1.426 -3.359
H 1.046 -2.916 -2.629
H 3.470 -1.100 -1.749
H 2.805 -2.686 -1.320
H 3.017 -0.958 2.781
H 4.646 -0.312 2.490
H 4.434 -2.025 2.907
H 4.928 -2.316 -0.698
H 5.286 -3.076 0.857
H 5.916 -1.461 0.487
*
```

---

[4]
Entry from the OMol25 dataset: a 2-piece molecular cluster, C15H19N4O3S overall at a distorted geometry (ωB97M-V with the def2-TZVPD basis set).

Computed properties:
HOMO-LUMO gap in Eh: 0.1743
Relative energy (zero: lowest compared OMol25 entry of this formula, charge and spin) in kJ/mol: 25.78
LUMO in eV: 1.27
Electronic energy in eV: -38801.0848
Largest force on an atom in Eh/bohr: 0.0749

The geometry in ORCA input format:
```
! wB97M-V def2-TZVPD RIJCOSX def2/J DEFGRID3
* xyz -1 1
C -2.753 -2.812 -1.388
C -1.830 -1.621 -1.421
S -0.385 -1.799 -0.555
O -2.141 -0.582 -2.026
H -3.780 -2.446 -1.426
H -2.615 -3.441 -2.277
H -2.589 -3.408 -0.481
C 2.578 -0.850 3.497
C 1.511 -0.374 2.552
C 0.158 -0.519 2.785
C -0.841 0.184 1.995
O -0.643 0.696 0.863
N -2.116 0.273 2.540
C -3.230 0.759 1.771
C -2.457 0.093 3.937
N 1.845 0.355 1.483
N 3.039 0.394 1.045
C 3.069 0.641 -0.342
N 1.855 0.837 -0.953
C 1.686 1.014 -2.318
C 0.379 1.109 -2.843
C 0.189 1.297 -4.211
C 1.299 1.371 -5.067
C 2.601 1.266 -4.564
C 2.800 1.103 -3.191
O 4.195 0.647 -0.857
H 2.204 -0.861 4.530
H 2.897 -1.870 3.255
H 3.435 -0.175 3.426
H -0.140 -0.973 3.733
H -3.003 0.824 0.711
H -4.078 0.084 1.933
H -3.546 1.738 2.155
H -1.604 -0.122 4.581
H -2.948 1.004 4.310
H -3.189 -0.721 4.031
H 1.028 0.719 -0.341
H -0.464 0.955 -2.156
H -0.829 1.369 -4.591
H 1.144 1.512 -6.136
H 3.472 1.302 -5.221
H 3.800 1.025 -2.766
*
```

---

[5]
Entry from the OMol25 dataset: one molecule with the formula C15H19N5O at a distorted geometry (ωB97M-V with the def2-TZVPD basis set).

Computed properties:
HOMO-LUMO gap in Eh: 0.2950
Relative energy (zero: lowest compared OMol25 entry of this formula, charge and spin) in kJ/mol: 113.79
LUMO in eV: 0.13
SMILES string: CCC(=O)N/C(N)=N/c1nc(C)c2cc(C)c(C)cc2n1
Electronic energy in eV: -25360.8934
Largest force on an atom in Eh/bohr: 0.1131

The geometry in ORCA input format:
```
! wB97M-V def2-TZVPD RIJCOSX def2/J DEFGRID3
* xyz 0 1
C -3.483 1.305 -5.788
C -2.884 0.274 -4.774
C -2.514 0.754 -3.340
O -3.244 1.640 -2.911
N -1.567 0.107 -2.598
C -1.278 0.373 -1.254
N -1.973 1.310 -0.497
N -0.528 -0.514 -0.733
C 0.027 -0.459 0.488
N 0.351 -1.590 1.039
C 1.097 -1.564 2.119
C 1.442 -2.869 2.605
C 1.534 -0.419 2.693
C 2.453 -0.326 3.804
C 2.949 0.949 4.307
C 4.055 1.043 5.337
C 2.530 2.029 3.605
C 3.154 3.484 3.673
C 1.631 1.952 2.528
C 1.103 0.720 2.080
N 0.328 0.717 1.001
H -2.806 2.117 -5.761
H -4.380 1.597 -5.318
H -3.668 0.793 -6.761
H -1.932 0.126 -5.221
H -3.555 -0.546 -4.560
H -0.950 -0.643 -3.022
H -2.542 2.071 -0.948
H -1.679 1.406 0.466
H 0.919 -2.889 3.584
H 0.910 -3.641 1.983
H 2.493 -3.062 2.670
H 2.896 -1.286 4.189
H 4.949 1.320 4.740
H 3.875 1.842 6.009
H 4.162 0.098 5.931
H 4.307 3.332 3.744
H 2.827 3.904 4.595
H 2.809 4.159 2.977
H 1.367 2.824 2.016
*
```

---

[6]
Entry from the OMol25 dataset: one molecule with the formula C15H19NO5S (ωB97M-V with the def2-TZVPD basis set).

Computed properties:
HOMO-LUMO gap in Eh: 0.3227
Relative energy (zero: lowest compared OMol25 entry of this formula, charge and spin) in kJ/mol: 10.43
LUMO in eV: -0.26
SMILES string: Cc1ccc(/C=C/C(=O)O)cc1S(=O)(=O)NC[C@@H]1CCCO1
Electronic energy in eV: -38425.6600
Largest force on an atom in Eh/bohr: 0.0183

The geometry in ORCA input format:
```
! wB97M-V def2-TZVPD RIJCOSX def2/J DEFGRID3
* xyz 0 1
C -1.168 -2.432 0.665
C 0.214 -1.906 0.503
C 1.237 -2.722 0.016
C 2.521 -2.249 -0.154
C 2.854 -0.926 0.159
C 4.215 -0.471 -0.038
C 4.680 0.767 0.174
C 6.077 1.145 -0.060
O 6.517 2.258 0.100
O 6.858 0.131 -0.481
C 1.835 -0.108 0.651
C 0.556 -0.593 0.813
S -0.580 0.649 1.424
O -1.852 0.109 1.815
O 0.092 1.462 2.395
N -0.668 1.633 0.067
C -1.202 1.163 -1.184
C -2.731 0.972 -1.294
C -3.587 1.896 -0.424
C -4.847 1.056 -0.236
C -4.240 -0.337 -0.092
O -3.093 -0.355 -0.938
H -1.537 -2.231 1.668
H -1.845 -1.923 -0.022
H -1.199 -3.501 0.470
H 1.010 -3.748 -0.232
H 3.286 -2.911 -0.534
H 4.909 -1.221 -0.397
H 4.059 1.575 0.529
H 7.762 0.457 -0.610
H 2.015 0.916 0.932
H -0.934 2.571 0.321
H -0.737 0.194 -1.383
H -0.877 1.865 -1.958
H -2.995 1.109 -2.356
H -3.768 2.860 -0.895
H -3.108 2.039 0.546
H -5.426 1.345 0.638
H -5.480 1.112 -1.123
H -4.908 -1.140 -0.413
H -3.917 -0.511 0.940
*
```